Entry 1:
This record from the OMol25 dataset describes C12H20IMnN7S2 as an isolated structure. The level of theory is ωB97M-V with the def2-TZVPD basis set.

The geometry in XYZ format:
```
43
Properties=species:S:1:pos:R:3:mulliken_charge:R:1
Mn -0.19 -0.66 0.19 -0.145
C 4.40 -1.17 -0.71 -1.083
N 3.93 -1.18 0.69 0.090
C 4.94 -1.32 1.75 -1.114
C 2.64 -1.09 0.95 0.773
N 1.71 -0.90 0.02 -0.341
N 2.26 -1.21 2.28 -0.089
C 1.00 -1.36 2.79 0.729
N 0.93 -1.66 4.08 -0.330
N -0.08 -1.19 2.05 -0.236
H 5.42 -1.52 -0.72 0.357
H 4.36 -0.16 -1.12 0.363
H 3.81 -1.86 -1.31 0.457
H 5.92 -1.18 1.30 0.351
H 4.90 -2.32 2.19 0.407
H 4.82 -0.54 2.50 0.461
H 2.08 -0.89 -0.92 0.093
H 3.02 -1.35 2.93 0.151
H 1.75 -1.82 4.65 0.200
H 0.04 -1.75 4.55 0.220
H -0.94 -1.42 2.53 0.171
S -1.99 -1.80 -0.61 -0.139
C -3.28 -0.95 -1.45 0.349
N -4.40 -0.60 -0.87 -0.094
C -5.40 0.04 -1.74 -0.411
C -4.97 -0.23 -3.18 -0.491
S -3.20 -0.70 -3.12 0.053
H -4.58 -0.78 0.11 0.279
H -5.42 1.11 -1.50 0.104
H -6.38 -0.40 -1.53 0.364
H -5.06 0.66 -3.81 0.402
H -5.51 -1.05 -3.65 0.396
I -3.68 3.90 -1.06 0.262
C -1.76 3.15 -0.91 -0.724
C -0.64 3.95 -1.14 -0.017
C 0.62 3.39 -1.01 -0.880
C 0.74 2.06 -0.67 0.173
N -0.33 1.27 -0.45 -0.068
C -1.56 1.82 -0.57 0.133
H -0.75 4.99 -1.41 0.459
H 1.51 3.98 -1.18 0.450
H 1.71 1.59 -0.57 0.398
H -2.40 1.18 -0.36 0.518
```

Values from the calculation:
Charge ... +3
HOMO energy (alpha / beta) ... -17.2 / -17.2 eV
Frontier orbital gap (alpha / beta) ... 0.195 / 0.265 Eh
DFT total energy ... -3096.753116 Eh
Energy relative to the best compared isomer or geometry (same formula, charge and spin) ... 0.0 kJ/mol
Spin multiplicity ... 5
Strongest force on any atom ... 0.010 hartree/bohr


Entry 2:
This record from the OMol25 dataset describes a 2-piece molecular cluster, C2H3NO2S overall. The level of theory is ωB97M-V with the def2-TZVPD basis set.

The geometry in XYZ format:
```
9
Properties=species:S:1:pos:R:3:mulliken_charge:R:1
C -0.17 0.88 1.11 -0.498
C 1.82 -0.68 0.22 0.754
N -1.16 0.01 -1.19 -0.412
O 1.62 -0.65 -0.91 -0.381
O 1.84 -0.63 1.36 -0.329
S -1.33 -0.09 0.52 0.145
H -0.22 0.53 2.14 0.218
H -0.35 0.59 -1.58 0.263
H -2.05 0.03 -1.67 0.240
```

Values from the calculation:
HOMO energy ... -9.3 eV
Frontier orbital gap ... 0.348 Eh
DFT total energy ... -681.350820 Eh
Energy relative to the best compared isomer or geometry (same formula, charge and spin) ... 284.9 kJ/mol
Spin multiplicity ... 1
Strongest force on any atom ... 0.052 hartree/bohr


Entry 3:
This record from the OMol25 dataset describes an isolated ion of composition C8H11N2O4S and charge -1. The level of theory is ωB97M-V with the def2-TZVPD basis set.

The geometry in XYZ format:
```
26
Properties=species:S:1:pos:R:3:mulliken_charge:R:1
C -1.90 3.69 -1.79 -0.671
N -2.35 2.85 -0.70 -0.368
S -1.50 3.06 0.62 1.148
O -2.24 2.63 1.76 -0.640
O -0.59 4.19 0.80 -0.606
N -0.11 1.39 0.57 -0.166
C 1.20 1.64 0.38 -0.593
C 1.95 0.48 0.34 -0.895
C 1.08 -0.59 0.59 0.485
C 1.30 -2.03 0.55 -0.379
C 0.06 -2.84 -0.02 -0.380
C 0.43 -4.18 -0.30 0.272
O 0.44 -4.72 -1.39 -0.594
O 0.75 -4.85 0.83 -0.426
C -0.20 0.06 0.75 -0.781
H -1.24 3.23 -2.57 0.225
H -2.82 4.03 -2.32 0.268
H -1.29 4.77 -1.53 0.188
H 1.66 2.56 0.32 0.513
H 2.99 0.30 0.35 0.388
H 2.18 -2.16 -0.10 0.298
H 1.65 -2.49 1.54 0.224
H -0.71 -2.75 0.73 0.301
H -0.46 -2.23 -0.79 0.471
H 0.93 -5.77 0.63 0.319
H -1.20 -0.30 0.73 0.400
```

Values from the calculation:
Structure (SMILES) ... CN=[S@](=O)([O-])n1ccc(CCC(=O)O)c1
Charge ... -1
HOMO energy ... -4.1 eV
Frontier orbital gap ... 0.250 Eh
DFT total energy ... -1120.089517 Eh
Energy relative to the best compared isomer or geometry (same formula, charge and spin) ... 118.4 kJ/mol
Spin multiplicity ... 1
Strongest force on any atom ... 0.079 hartree/bohr